{"formula": "H17O9", "method": "wB97M-V/def2-TZVPD", "homo_lumo_gap_ev": 9.92, "e_tot_ev": -18703.353, "charge": -1, "e_above_lowest_kj_mol": 306.1, "symbols": ["O", "H", "O", "H", "H", "O", "H", "H", "O", "H", "H", "O", "H", "H", "O", "H", "H", "O", "H", "H", "O", "H", "H", "O", "H", "H"], "coordinates": [[-0.2608, -0.1974, -0.1761], [0.3712, 0.1266, 0.5099], [0.6452, 2.5206, 0.4269], [1.2042, 3.1276, -0.1831], [0.3662, 1.8166, -0.1801], [2.3662, 2.0196, 2.3239], [2.8832, 2.6726, 2.6859], [1.9042, 2.1376, 1.5109], [-1.0998, -2.5564, -0.6911], [-2.0228, -3.0184, -0.3081], [-0.6878, -1.6534, -0.5271], [1.6402, -0.9824, -2.0801], [1.2222, -0.4544, -1.4541], [0.8602, -1.6064, -2.0521], [-1.3488, -0.1594, 2.3409], [-0.9138, -0.4694, 1.5059], [-2.2178, -0.5144, 2.2279], [1.5962, -2.1384, 1.0039], [2.4532, -1.7744, 1.2399], [0.9652, -1.4674, 0.5179], [-1.4208, -0.1984, -2.6071], [-1.0708, -0.3754, -1.6741], [-1.0138, -0.8474, -3.2051], [-2.4888, 1.4026, -0.1681], [-1.8468, 0.8016, -0.1161], [-2.0858, 1.7876, -0.8721]]}